1.
Here is C20H58CuO18 as an isolated structure in a non-equilibrium geometry from the Open Molecules 2025 dataset. Energies are from ωB97M-V with the def2-TZVPD basis set.

Atoms and positions in Å:
Cu (11.45319, -23.51076, -24.36643)
C (8.48479, -20.68542, -22.03546)
C (9.79162, -21.33671, -22.45179)
O (9.75838, -22.60726, -23.11947)
H (8.00056, -20.31428, -22.93871)
H (8.58808, -19.75707, -21.47368)
H (7.95131, -21.35159, -21.35743)
H (10.44523, -21.40762, -21.58238)
H (10.31097, -20.62761, -23.09642)
C (14.50999, -22.36270, -21.99926)
C (13.52782, -23.48253, -21.81073)
O (13.04509, -24.10286, -22.97351)
H (14.04806, -21.52360, -22.51947)
H (15.41197, -22.59618, -22.56498)
H (14.82739, -21.96581, -21.03498)
H (12.71738, -23.10576, -21.18677)
H (13.88482, -24.28746, -21.16828)
C (17.99603, -20.44284, -20.33717)
C (19.26467, -21.37029, -20.50755)
O (20.42537, -20.56093, -20.63308)
O (18.10755, -19.84290, -19.02674)
H (17.02366, -20.93480, -20.36136)
H (17.93180, -19.76424, -21.18775)
H (19.18446, -21.97448, -21.41122)
H (19.39505, -22.00627, -19.63198)
H (20.67007, -20.53100, -21.56088)
H (18.99108, -19.90499, -18.65645)
C (14.36228, -18.35251, -23.22326)
C (14.59720, -18.32523, -21.71123)
O (13.66824, -17.53043, -21.03449)
O (13.17197, -18.99630, -23.55685)
H (15.22498, -18.76864, -23.74353)
H (14.33770, -17.33092, -23.60253)
H (15.59882, -17.93000, -21.54197)
H (14.58165, -19.33922, -21.31164)
H (12.94395, -18.15852, -20.98443)
H (12.47341, -18.34020, -23.61302)
C (14.90515, -27.45377, -23.46391)
C (14.86556, -27.26611, -24.98734)
O (15.00217, -25.88438, -25.31608)
O (13.67805, -27.00525, -22.86376)
H (15.77025, -27.01351, -22.96806)
H (15.03262, -28.50696, -23.21363)
H (13.84489, -27.50363, -25.28720)
H (15.58411, -27.89370, -25.51452)
H (15.84845, -25.58066, -24.97970)
H (13.67443, -26.05018, -22.96090)
C (17.20904, -20.95187, -25.49267)
C (15.84321, -20.86059, -26.13189)
O (15.92182, -20.85837, -27.49698)
O (18.00072, -19.79306, -25.41879)
H (17.79217, -21.78121, -25.89299)
H (17.09607, -21.32507, -24.47481)
H (15.38755, -19.89644, -25.90631)
H (15.09700, -21.52867, -25.70184)
H (15.08748, -20.46198, -27.75840)
H (17.97456, -19.50148, -26.33306)
C (11.28132, -21.65176, -26.87005)
C (11.96028, -20.74626, -25.84410)
O (12.62943, -21.59005, -24.88906)
O (10.34364, -22.55021, -26.21690)
H (12.03896, -22.15096, -27.47409)
H (10.79256, -21.01372, -27.60633)
H (11.32699, -20.09355, -25.24326)
H (12.62071, -20.02888, -26.33124)
H (13.05762, -21.01566, -24.25005)
H (9.48914, -22.16174, -26.41818)
C (11.92218, -26.69126, -18.22906)
C (12.99152, -25.78816, -18.92742)
O (14.22829, -25.51308, -18.25088)
O (11.56411, -26.00000, -16.99894)
H (12.40969, -27.64737, -18.03856)
H (10.98258, -26.85918, -18.75542)
H (12.46116, -24.86379, -19.15624)
H (13.12713, -26.30196, -19.87911)
H (13.99961, -24.85550, -17.58990)
H (10.79416, -26.43934, -16.63049)
C (17.80613, -25.96171, -20.08534)
C (17.59561, -24.53344, -20.72290)
O (18.42319, -24.31284, -21.83762)
O (19.12043, -26.03538, -19.47486)
H (17.74376, -26.75635, -20.82882)
H (17.04566, -26.04153, -19.30855)
H (17.87757, -23.82953, -19.93989)
H (16.57369, -24.40817, -21.08078)
H (19.28855, -24.63940, -21.58048)
H (19.16732, -26.92034, -19.10574)
C (13.30166, -21.42519, -18.14429)
C (14.79230, -21.67923, -17.97742)
O (15.08595, -22.25927, -16.71702)
O (13.00365, -20.37710, -17.21380)
H (12.69276, -22.26670, -17.81382)
H (13.06122, -21.36690, -19.20585)
H (15.25464, -20.73113, -18.25212)
H (15.05091, -22.37166, -18.77851)
H (14.31867, -22.07273, -16.17104)
H (12.08521, -20.53406, -16.98268)

Computed properties:
Electronic energy = -3791.02096 Ha
Net charge = +1
Multiplicity = 3
HOMO energy (spin up / spin down) = -11.68 / -11.68 eV

---

2.
Here is C30H43FN4O3SiTi as an isolated structure from the Open Molecules 2025 dataset. Energies are from ωB97M-V with the def2-TZVPD basis set.

Atoms and positions in Å:
Ti (-0.34973, 0.42040, 0.54723)
C (-2.16250, -2.75690, 1.03267)
O (-1.20808, -2.42647, 0.04690)
C (-1.78082, -2.26689, -1.22812)
C (-0.74452, -1.71379, -2.16947)
O (-0.50674, -0.32993, -1.90559)
C (-0.13350, 0.42211, -3.05943)
C (-0.76503, 1.79070, -3.05356)
O (-0.11575, 2.62198, -2.11273)
C (-0.75923, 3.88013, -1.99137)
H (-2.68009, -3.68883, 0.77859)
H (-1.62136, -2.88693, 1.96723)
H (-2.89449, -1.95154, 1.14524)
H (-2.12347, -3.23552, -1.61782)
H (-2.63143, -1.57774, -1.18738)
H (0.18752, -2.27982, -2.08111)
H (-1.12443, -1.82216, -3.18874)
H (0.95853, 0.49667, -3.13698)
H (-0.48845, -0.09755, -3.95248)
H (-0.67007, 2.22702, -4.05735)
H (-1.82015, 1.68644, -2.78084)
H (-0.71859, 4.42126, -2.94378)
H (-1.80143, 3.74898, -1.68944)
H (-0.23378, 4.44439, -1.22358)
C (-1.51814, -1.61570, 4.59523)
Si (-0.63405, -0.11937, 3.84504)
C (-1.87293, 1.27464, 3.74578)
C (0.70851, 0.52958, 5.00654)
N (0.08446, -0.55286, 2.29472)
C (0.99994, -1.58957, 2.29997)
C (1.44116, -2.34445, 3.40845)
C (2.35336, -3.38172, 3.27528)
C (2.87635, -3.74146, 2.04312)
C (2.46323, -3.03534, 0.91995)
C (1.56583, -2.01799, 1.09629)
F (1.16291, -1.30321, -0.01630)
H (-1.29747, -1.71177, 5.66235)
H (-1.24795, -2.55774, 4.11706)
H (-2.60050, -1.48981, 4.49848)
H (-2.45292, 1.25507, 4.67595)
H (-2.56164, 1.17526, 2.90557)
H (-1.38445, 2.24454, 3.67187)
H (0.27005, 0.79525, 5.97396)
H (1.12388, 1.44238, 4.57091)
H (1.53816, -0.15285, 5.18922)
H (1.06464, -2.12218, 4.39496)
H (2.65702, -3.92202, 4.16370)
H (3.58257, -4.55510, 1.95075)
H (2.82224, -3.26728, -0.07467)
N (1.55996, 1.20018, -0.41411)
C (2.48046, 1.31925, 0.67478)
C (3.58670, 0.48704, 0.75682)
C (4.42853, 0.55162, 1.85626)
C (4.16752, 1.46405, 2.86653)
C (3.06260, 2.29691, 2.77549)
C (2.19125, 2.23117, 1.69179)
C (0.96514, 3.06144, 1.62374)
C (1.03409, 4.40105, 2.01909)
C (-0.10059, 5.19441, 2.01824)
C (-1.31223, 4.64627, 1.61998)
C (-1.37361, 3.31978, 1.21653)
C (-0.24872, 2.48514, 1.19857)
H (1.92657, 0.57425, -1.11937)
H (1.28732, 2.07841, -0.84911)
H (3.78516, -0.22032, -0.04115)
H (5.27997, -0.11293, 1.92206)
H (4.81459, 1.51723, 3.73246)
H (2.84295, 2.99193, 3.57697)
H (1.98655, 4.82306, 2.32027)
H (-0.03910, 6.23210, 2.32310)
H (-2.20940, 5.25469, 1.62271)
H (-2.33158, 2.91622, 0.91228)
C (-4.67004, 0.65234, 1.31702)
N (-4.25071, 0.98425, -0.03219)
C (-5.27703, 1.59477, -0.85661)
C (-2.99844, 0.87728, -0.52455)
N (-2.08368, 0.39018, 0.31576)
H (-5.63224, 0.13685, 1.27615)
H (-4.78908, 1.54687, 1.93662)
H (-3.92658, 0.00366, 1.77868)
H (-6.20225, 1.01347, -0.81694)
H (-4.91697, 1.63920, -1.88025)
H (-5.50584, 2.61108, -0.51883)

Computed properties:
Electronic energy = -2852.53254 Ha
Energy relative to the best compared isomer or geometry (same formula, charge and spin) = 0.000 eV
Multiplicity = 1
HOMO energy (spin up / spin down) = -6.34 / -6.34 eV

---

3.
Here is H16O8 as an isolated structure in a non-equilibrium geometry from the Open Molecules 2025 dataset. Energies are from ωB97M-V with the def2-TZVPD basis set.

Atoms and positions in Å:
O (-5.73584, 17.22995, -18.72229)
H (-6.68939, 17.27121, -18.79491)
H (-5.49774, 16.40850, -19.15213)
O (-5.88896, 21.86557, -19.86715)
H (-6.59579, 21.61627, -20.46253)
H (-5.37259, 21.06678, -19.75987)
O (-5.59034, 20.39965, -21.31519)
H (-5.29342, 19.68864, -20.74727)
H (-6.52365, 20.48755, -21.12167)
O (-7.71577, 17.85691, -18.79009)
H (-7.55087, 18.79898, -18.75064)
H (-7.63329, 17.56067, -17.88363)
O (-3.24373, 19.77774, -19.00117)
H (-2.29886, 19.71056, -18.86358)
H (-3.57811, 18.90338, -18.80138)
O (-7.34170, 19.80484, -18.29179)
H (-7.25556, 20.55386, -17.70206)
H (-6.50338, 19.76409, -18.75200)
O (-4.23799, 21.27308, -18.03234)
H (-3.66306, 20.67765, -18.51313)
H (-3.68209, 22.02210, -17.81744)
O (-5.60816, 19.45115, -19.48528)
H (-5.76282, 18.50996, -19.40479)
H (-4.90468, 19.63291, -18.86213)

Computed properties:
Electronic energy = -611.09533 Ha
Energy relative to the best compared isomer or geometry (same formula, charge and spin) = 13.260 eV
Multiplicity = 1
HOMO energy = -8.57 eV

---

4.
Here is C4H12N2O2 as an isolated structure in a non-equilibrium geometry from the Open Molecules 2025 dataset. Energies are from ωB97M-V with the def2-TZVPD basis set.

Atoms and positions in Å:
C (-0.17326, -1.02967, -0.03636)
C (0.65806, 1.26314, 0.50305)
C (-1.89163, -0.25284, -0.52857)
C (1.13448, 1.56244, -0.91106)
N (0.48814, -0.13209, 0.87683)
N (-0.44028, -2.21823, 0.73530)
O (0.80494, -1.40856, -0.97974)
O (-0.56100, 1.95179, 0.73074)
H (0.47258, -2.24662, -1.33670)
H (-0.86328, 1.65048, 1.60075)
H (1.41309, -0.51345, 1.05598)
H (1.39357, 1.68116, 1.20098)
H (-1.04988, -1.96665, 1.50789)
H (0.42205, -2.53327, 1.16884)
H (-1.79312, 0.67101, -1.11222)
H (-1.28393, -1.28306, -1.05738)
H (-2.49446, -0.15554, 0.38791)
H (0.42581, 1.20985, -1.66280)
H (2.11048, 1.10684, -1.09260)
H (1.22763, 2.64326, -1.05084)

Computed properties:
Electronic energy = -419.45068 Ha
Energy relative to the best compared isomer or geometry (same formula, charge and spin) = 5.382 eV
Multiplicity = 1
HOMO energy = -8.68 eV

---

Question: Which formula does entry 3 have?
Answer: H16O8

---

Question: The highest electronic energy belongs to which entry?
Answer: C4H12N2O2